# 1
Formula: C15H30O15
Source: the Open Molecules 2025 dataset
Level of theory: ωB97M-V/def2-TZVPD

Computed properties:
Structure (SMILES) ... COC(=O)OC.COC(=O)OC.COC(=O)OC.COC(=O)OC.COC(=O)OC
Spin multiplicity ... 1

Last column: natural (NBO) charge in e.
CARTESIAN COORDINATES (ANGSTROEM)
C (-15.5448, 21.3505, -19.6462)  -0.261
O (-15.8445, 21.9538, -18.3855)  -0.491
C (-14.7851, 22.3764, -17.7157)  0.978
O (-13.6466, 22.3252, -18.0916)  -0.641
O (-15.2003, 22.8434, -16.5342)  -0.494
C (-14.1709, 23.3534, -15.7032)  -0.259
H (-14.8432, 21.9563, -20.2109)  0.205
H (-16.4969, 21.1482, -20.1192)  0.197
H (-15.0711, 20.3853, -19.4373)  0.186
H (-14.5953, 23.5865, -14.7347)  0.196
H (-13.7539, 24.2703, -16.1329)  0.187
H (-13.3434, 22.6496, -15.6220)  0.197
C (-15.5863, 27.1202, -23.8756)  -0.255
O (-14.2430, 26.8788, -24.2979)  -0.499
C (-13.3712, 26.6672, -23.3107)  0.983
O (-13.6429, 26.3756, -22.1827)  -0.631
O (-12.1414, 26.7940, -23.8131)  -0.510
C (-11.0418, 26.7485, -22.9158)  -0.256
H (-15.6072, 27.6959, -22.9520)  0.198
H (-16.1164, 26.1795, -23.7533)  0.193
H (-16.0401, 27.7270, -24.6550)  0.195
H (-10.1952, 27.1632, -23.4629)  0.194
H (-10.7924, 25.7245, -22.6426)  0.192
H (-11.2098, 27.3797, -22.0462)  0.200
C (-14.8206, 21.0856, -23.8597)  -0.255
O (-14.5333, 22.2228, -24.6645)  -0.494
C (-13.2440, 22.5009, -24.7971)  0.981
O (-12.3548, 21.9089, -24.2547)  -0.640
O (-13.1207, 23.5383, -25.6180)  -0.501
C (-11.8450, 24.1904, -25.6599)  -0.266
H (-14.3806, 20.2052, -24.3324)  0.193
H (-15.8970, 20.9488, -23.8462)  0.194
H (-14.4358, 21.2056, -22.8498)  0.193
H (-11.3898, 23.8499, -26.5922)  0.177
H (-11.2200, 23.8992, -24.8210)  0.210
H (-11.9591, 25.2643, -25.7522)  0.207
C (-6.0754, 21.4939, -29.1989)  -0.267
O (-7.3436, 21.9010, -28.7054)  -0.497
C (-7.5097, 23.2212, -28.5703)  0.985
O (-6.7313, 24.0635, -28.9404)  -0.648
O (-8.6912, 23.4725, -28.0351)  -0.498
C (-9.0044, 24.8818, -28.0312)  -0.258
H (-5.6897, 20.6720, -28.6023)  0.192
H (-5.3552, 22.3094, -29.1605)  0.216
H (-6.1811, 21.2097, -30.2463)  0.186
H (-8.9122, 25.2292, -29.0565)  0.205
H (-8.2877, 25.3970, -27.3934)  0.197
H (-9.9962, 25.0275, -27.6275)  0.189
C (-11.7684, 22.3065, -29.1945)  -0.257
O (-11.1975, 21.0240, -29.2659)  -0.494
C (-10.2966, 20.7337, -30.1960)  0.990
O (-9.8795, 21.4796, -31.0402)  -0.646
O (-9.9491, 19.4610, -30.0114)  -0.496
C (-8.8292, 19.0138, -30.7940)  -0.254
H (-11.0587, 22.9930, -28.7287)  0.183
H (-12.6229, 22.2278, -28.5226)  0.196
H (-12.1488, 22.7644, -30.1086)  0.194
H (-8.4105, 18.1791, -30.2437)  0.196
H (-8.0827, 19.8066, -30.8346)  0.194
H (-9.1560, 18.7683, -31.7995)  0.191

***

# 2
Formula: C2H2N2OS2
Source: the Open Molecules 2025 dataset
Level of theory: ωB97M-V/def2-TZVPD

Computed properties:
Spin multiplicity ... 1

Last column: natural (NBO) charge in e.
CARTESIAN COORDINATES (ANGSTROEM)
C (0.4792, 0.4130, -0.1642)  -0.203
C (-0.7340, 0.0210, -0.2769)  0.064
H (1.5347, -1.5745, 1.0898)  0.144
H (0.0581, -1.6892, -0.4577)  0.152
N (0.3438, 1.8312, 0.1810)  -0.168
N (-0.8764, 2.0709, 0.2063)  0.098
O (-1.5460, 0.9473, 0.0282)  -0.263
S (2.0130, -0.4770, -0.2533)  0.054
S (-1.2723, -1.5427, -0.3532)  0.123

***

# 3
Formula: C2H7N2
Source: the Open Molecules 2025 dataset
Level of theory: ωB97M-V/def2-TZVPD

Computed properties:
Charge ... +1
Spin multiplicity ... 1

Last column: natural (NBO) charge in e.
CARTESIAN COORDINATES (ANGSTROEM)
C (0.2302, 1.9852, 0.8547)  0.138
N (0.6835, 0.6944, 0.4909)  -0.651
H (-0.6213, 2.5470, 0.3363)  0.216
H (0.7193, 2.5504, 1.6828)  0.228
H (0.3619, 0.1367, -0.4850)  0.369
H (0.0322, 0.7316, 1.3002)  0.380
C (-0.6050, -1.7635, -0.8189)  0.064
N (0.1375, -0.7059, -1.2942)  -0.566
H (-0.8075, -2.0152, 0.2552)  0.199
H (-0.8102, -2.5981, -1.4998)  0.224
H (0.6795, -1.5625, -0.8222)  0.399

***

Which energy relative to the best compared isomer or geometry (same formula, charge and spin) belongs to each record? In order, 14.79 84.97 208.21 kcal/mol.